ORCA calculation (ωB97M-V with the def2-TZVPD basis set) on 3 unconnected molecules or ions with the total composition C5H17NO2 in a non-equilibrium geometry.

```
25
Properties=species:S:1:pos:R:3:mulliken_charge:R:1
C -1.02 0.87 0.17 -1.018
C -0.29 -0.24 1.00 -0.605
C 0.96 0.37 1.80 0.047
C 0.46 1.45 2.82 -1.383
N 1.52 -0.85 2.32 -0.320
C 2.96 -0.84 2.83 -0.814
H -1.17 0.75 -0.91 0.294
H -0.48 1.83 0.33 0.277
H -2.06 1.01 0.49 0.238
H -0.85 -0.97 1.49 0.532
H 0.12 -1.04 0.19 0.263
H 1.73 0.94 1.14 0.236
H 1.22 1.92 3.39 0.426
H 0.08 2.22 2.27 0.444
H -0.33 1.18 3.57 0.256
H 0.83 -1.22 3.01 0.275
H 3.71 -1.02 1.87 0.210
H 3.25 -1.71 3.35 0.372
H 3.27 0.04 3.44 0.269
O -2.17 1.38 -5.97 -0.626
H -1.81 0.50 -5.96 0.323
H -2.86 1.53 -5.39 0.301
O -2.58 -2.50 -5.78 -0.635
H -2.33 -3.07 -6.52 0.325
H -2.17 -2.55 -4.96 0.312
```

The LUMO energy is 0.589 eV. The value obtained for the energy above the lowest of the compared OMol25 structures with the same formula, charge and spin is 2.819 eV. The calculation puts the electronic energy at -11043.4375 eV. Its orbital gap is 0.33664 Eh. As for the charge: 0.